Computed, not measured: a molecular structure, C22H37ClP2Sn in a non-equilibrium geometry, with ωB97M-V/def2-TZVPD.

```
63
C22H37ClP2Sn ωB97M-V/def2-TZVPD
P 0.2742 -2.4270 0.2673
P 0.3462 1.8280 0.4658
C 0.1659 -0.8119 -0.7788
C 1.0510 0.4492 -0.5451
H -0.8818 -0.5430 -0.9904
H 0.5666 -1.2855 -1.6677
H 2.0485 0.1712 -0.1540
H 1.2171 0.9221 -1.5223
C -1.1144 2.6193 -0.2637
H -1.5539 3.3377 0.4487
H -1.9036 1.9031 -0.5399
H -0.7814 3.1717 -1.1562
C 1.5393 3.1471 0.5938
H 1.5721 3.6831 -0.3662
H 2.5303 2.7363 0.8209
H 1.2544 3.8464 1.3918
C -0.8477 -3.6165 -0.5272
H -0.8211 -4.5010 0.1262
H -0.5219 -3.8926 -1.5361
H -1.8693 -3.2185 -0.5405
C 1.9676 -2.9775 -0.1750
H 2.6746 -2.1344 -0.1581
H 1.9649 -3.4554 -1.1660
H 2.2582 -3.7113 0.5936
Sn -0.6400 -0.1979 1.7542
C 0.5470 1.3517 -3.5415
C -0.7565 1.2435 -3.2337
C -1.7501 0.5419 -4.0964
C -1.3402 -0.8702 -4.5590
C -0.5079 -1.6359 -3.5987
C 0.8430 -1.6536 -3.5845
C 1.7083 -0.7824 -4.4358
C 1.2343 0.6767 -4.6885
C 1.1353 -1.0070 2.7598
H 1.1644 2.1300 -3.0756
H -1.2110 1.8807 -2.4857
H -1.9639 1.1541 -4.9893
H -2.6908 0.4858 -3.5339
H -2.2758 -1.4293 -4.6928
H -0.8487 -0.8003 -5.5360
H -1.0816 -2.3003 -2.9546
H 1.4051 -2.4530 -3.0815
H 1.8482 -1.2626 -5.4207
H 2.7114 -0.7314 -3.9840
H 2.1440 1.2627 -4.9088
H 0.6246 0.6925 -5.6039
H 1.6345 -0.1330 3.1880
H 1.7807 -1.5264 2.0440
H 0.8213 -1.7014 3.5532
Cl 0.6261 2.2529 3.6041
C -0.2654 1.4750 4.8872
C 0.3527 1.4196 6.1261
C -0.3225 0.8445 7.2025
C -1.5592 0.2426 6.9963
C -2.1089 0.1859 5.7137
C -1.5036 0.8577 4.6231
C -2.0589 0.7646 3.2391
H 1.3593 1.8101 6.2376
H 0.1476 0.8320 8.1728
H -2.0989 -0.2042 7.8353
H -3.0145 -0.4030 5.5270
H -2.8784 0.0357 3.1600
H -2.3466 1.7112 2.7598
```

For the total energy, the calculation gives -2216.953577 a.u. The gap between HOMO and LUMO comes out at 5.247 eV. As for the lowest unoccupied orbital energy: -8.7 eV. The calculation puts the energy above the lowest of the compared OMol25 structures with the same formula, charge and spin at 0.548 eV. As for the spin multiplicity: 1. Its net charge is +2.